[1]
A molecular structure, C30H28CuN2OSb. Source: the OMol25 dataset; level of theory: ωB97M-V with the def2-TZVPD basis set.

**Orbital gap**: 0.2837 Ha
**Largest force on an atom**: 0.009 Eh/bohr
**Total charge**: 0
**LUMO energy**: 0.66 eV
**Calculated total energy**: -3225.48870 Ha

XYZ file:
```
63
C30H28CuN2OSb, DFT ωB97M-V with the def2-TZVPD basis set
Cu -0.1291 1.5375 1.3546
O 1.5642 2.4244 1.6431
C 1.8096 3.6162 1.1887
C 3.1528 4.0856 1.2665
C 3.5395 5.3171 0.8070
C 2.6010 6.1877 0.2309
C 1.2967 5.7697 0.1456
C 0.8571 4.5100 0.6050
C -0.5703 4.1833 0.4612
N -1.2112 3.0731 0.8218
C -2.5460 3.2306 0.4786
C -2.7265 4.4427 -0.0909
N -1.4778 5.0305 -0.0978
H 3.8666 3.4026 1.7133
H 4.5774 5.6190 0.8901
H 2.8922 7.1639 -0.1356
H 0.5866 6.4603 -0.2985
H -3.2726 2.4619 0.6858
H -3.6020 4.9370 -0.4805
H -1.2728 5.9441 -0.4533
C -1.8551 -4.0313 0.4554
C -2.6223 -2.8671 -0.1304
C -3.8862 -3.1144 -0.6717
C -4.6396 -2.1154 -1.2738
C -4.1372 -0.8262 -1.3494
C -2.8876 -0.5564 -0.8087
C -2.1210 -1.5554 -0.2036
Sb -0.2414 -0.7463 0.4421
C 0.8889 -2.3111 1.3309
C 1.8979 -2.9430 0.6074
C 2.6742 -3.9356 1.1964
C 2.4410 -4.2887 2.5170
C 1.4527 -3.6380 3.2475
C 0.6731 -2.6357 2.6769
C -0.3546 -1.9028 3.5104
C 0.7501 -0.5244 -1.4302
C 1.4092 0.7013 -1.5617
C 2.0984 1.0230 -2.7238
C 2.1344 0.1075 -3.7632
C 1.4923 -1.1189 -3.6325
C 0.7932 -1.4616 -2.4762
C 0.1221 -2.8133 -2.3938
H -2.4092 -4.9599 0.3113
H -1.6839 -3.9128 1.5261
H -0.8739 -4.1470 -0.0110
H -4.2812 -4.1243 -0.6268
H -5.6140 -2.3480 -1.6872
H -4.7099 -0.0370 -1.8212
H -2.4981 0.4581 -0.8680
H 2.0831 -2.6606 -0.4248
H 3.4541 -4.4256 0.6260
H 3.0344 -5.0646 2.9860
H 1.2922 -3.9034 4.2872
H -0.4212 -2.3258 4.5122
H -1.3546 -1.9423 3.0657
H -0.0914 -0.8457 3.6093
H 1.4029 1.4128 -0.7399
H 2.6053 1.9765 -2.8053
H 2.6706 0.3391 -4.6758
H 1.5339 -1.8340 -4.4473
H 0.3622 -3.4163 -3.2700
H -0.9632 -2.7138 -2.3406
H 0.4439 -3.3691 -1.5065
```

=====

[2]
A molecular structure, C48H42Cl2N6O2P2S3Ta at a distorted geometry. Source: the OMol25 dataset; level of theory: ωB97M-V with the def2-TZVPD basis set.

**Energy above the lowest of the compared OMol25 structures with the same formula, charge and spin**: 29.8 kcal per mole
**Orbital gap**: 0.2497 Ha
**Largest force on an atom**: 0.025 Eh/bohr
**Total charge**: +1
**LUMO energy**: -3.04 eV
**Calculated total energy**: -5188.09873 Ha

XYZ file:
```
106
C48H42Cl2N6O2P2S3Ta, DFT ωB97M-V with the def2-TZVPD basis set
Ta 1.0998 0.0322 -0.1612
Cl 4.6358 5.8771 1.1279
C 3.7165 4.6693 0.3041
C 3.6398 3.4031 0.8582
C 2.8894 2.4312 0.2226
N 2.5713 1.1600 0.7673
C 3.4038 0.6221 1.7322
O 4.5440 0.9366 1.9692
C 2.7230 -0.4401 2.5272
C 3.3449 -0.9802 3.6318
C 2.6545 -1.9180 4.3791
C 1.3731 -2.2646 3.9857
C 0.8347 -1.6894 2.8480
N 1.4968 -0.7855 2.1180
C 2.2819 2.6901 -0.9912
C 2.3425 3.9607 -1.5401
C 3.0455 4.9534 -0.8797
Cl 3.0570 6.5409 -1.5634
N 1.6170 1.5594 -1.5381
C 1.4663 1.5071 -2.8959
O 1.7396 2.3666 -3.7033
C 0.9690 0.1881 -3.3731
C 0.8643 -0.0294 -4.7362
C 0.4602 -1.2688 -5.1821
C 0.1696 -2.2404 -4.2369
C 0.2875 -1.9332 -2.8976
N 0.6847 -0.7313 -2.4471
H 4.1378 3.2043 1.7927
H 4.3402 -0.6414 3.8812
H 3.1049 -2.3646 5.2560
H 0.7824 -2.9749 4.5472
H -0.1511 -1.9581 2.5112
H 1.8400 4.1923 -2.4639
H 1.1164 0.7858 -5.3990
H 0.3729 -1.4771 -6.2403
H -0.1627 -3.2278 -4.5270
H -0.0010 -2.6513 -2.1497
S 0.0994 3.1478 1.8893
P -1.1493 2.4703 0.5418
C -0.8032 0.7570 0.1308
P -1.8495 -0.5828 0.4009
S -0.5361 -2.1093 0.1057
C -2.5019 -0.6670 2.0747
C -3.5662 -1.5128 2.3903
C -4.0050 -1.6071 3.7008
C -3.3836 -0.8639 4.6975
C -2.3170 -0.0322 4.3882
C -1.8711 0.0673 3.0778
C -3.2579 -0.7033 -0.7152
C -4.4888 -0.1496 -0.3637
C -5.5374 -0.1615 -1.2716
C -5.3640 -0.7228 -2.5282
C -4.1414 -1.2808 -2.8801
C -3.0922 -1.2728 -1.9759
C -1.1064 3.3773 -1.0254
C -1.3366 2.7414 -2.2406
C -1.3498 3.4769 -3.4182
C -1.1381 4.8476 -3.3810
C -0.9139 5.4865 -2.1675
C -0.8944 4.7541 -0.9899
C -2.8770 2.7008 1.0796
C -3.1635 2.9262 2.4229
C -4.4690 3.1687 2.8256
C -5.4922 3.2069 1.8868
C -5.2097 3.0057 0.5426
C -3.9065 2.7543 0.1396
H -4.0493 -2.0973 1.6172
H -4.8345 -2.2573 3.9457
H -3.7370 -0.9329 5.7183
H -1.8342 0.5490 5.1637
H -1.0427 0.7260 2.8354
H -4.6306 0.2938 0.6124
H -6.4908 0.2692 -0.9943
H -6.1838 -0.7295 -3.2347
H -4.0093 -1.7278 -3.8570
H -2.1437 -1.7167 -2.2415
H -1.5038 1.6683 -2.2618
H -1.5115 2.9795 -4.3666
H -1.1421 5.4180 -4.3012
H -0.7408 6.5545 -2.1395
H -0.6951 5.2387 -0.0414
H -2.3530 2.9323 3.1410
H -4.6847 3.3482 3.8710
H -6.5078 3.4140 2.2001
H -6.0016 3.0597 -0.1942
H -3.6898 2.6166 -0.9127
C 5.9655 -4.0100 1.4940
C 5.6586 -3.4094 0.1335
N 4.3909 -3.9315 -0.3929
C 3.2824 -3.2417 -0.6355
S 3.2742 -1.5350 -0.4278
N 2.1937 -3.8975 -1.0368
C 2.0801 -5.3343 -1.2671
C 1.8377 -6.1266 0.0102
H 6.9415 -3.6703 1.8385
H 5.9885 -5.1012 1.4530
H 5.2142 -3.7072 2.2253
H 6.4446 -3.6399 -0.5855
H 5.5731 -2.3293 0.1951
H 4.3487 -4.9315 -0.5112
H 1.3807 -3.3232 -1.1693
H 2.9726 -5.6823 -1.7915
H 1.2535 -5.4744 -1.9619
H 2.6567 -6.0087 0.7221
H 1.7370 -7.1871 -0.2201
H 0.9214 -5.7921 0.4971
```

=====

[3]
A gas-phase ion, C4H7N2 (charge +1) at a distorted geometry. Source: the OMol25 dataset; level of theory: ωB97M-V with the def2-TZVPD basis set.

**Energy above the lowest of the compared OMol25 structures with the same formula, charge and spin**: 116.5 kcal per mole
**Orbital gap**: 0.3652 Ha
**Largest force on an atom**: 0.085 Eh/bohr
**Total charge**: +1
**LUMO energy**: -5.46 eV
**Calculated total energy**: -265.72288 Ha

XYZ file:
```
13
C4H7N2, DFT ωB97M-V with the def2-TZVPD basis set
C -1.5656 0.4100 0.1441
C -1.1135 -0.9414 -0.0015
C 1.4463 0.2483 0.5717
C 0.5749 1.0007 -0.3549
N -0.7659 1.3578 -0.0569
N 0.8261 -0.4412 -0.5175
H -2.6135 0.6133 0.5509
H -0.9909 -1.8223 0.6157
H -1.5625 -1.3979 -0.9257
H 2.5270 0.2600 0.7473
H 1.0564 -0.0959 1.5212
H 0.8908 1.7422 -0.9622
H 1.2902 -0.9336 -1.3324
```

=====

Q: Look up the largest force on an atom of the first one.
A: 0.009 Eh/bohr

=====

Q: Which value of largest force on an atom does entry 3 give?
A: 0.085 Eh/bohr

=====

Q: calculated total energy of number 2 (C48H42Cl2N6O2P2S3Ta)?
A: -5188.09873 Ha